Computed, not measured: one molecule with the formula C2H4NP in a non-equilibrium geometry, with ωB97M-V with the def2-TZVPD basis set.

## Properties
Energy (Eh): -474.6089
HOMO-LUMO gap (spin up / spin down) (eV): 9.5 / 9.5
ΔE to the lowest compared entry with this formula, charge and spin (kcal/mol): 40.7

Element x y z (Å)
H  2.60100  -0.79395  0.13117
N  2.10205  0.08901  0.15606
C  0.81643  -0.18438  -0.34558
P  -0.24540  1.37380  -0.15244
C  -1.62693  0.46636  0.10185
H  0.55887  -1.21288  -0.45762
H  -2.71264  0.82394  0.42110
H  -1.49338  -0.56191  0.14546

Löwdin population analysis, charges in e, atoms 1 to 4: number 1, H, carries 0.00; number 2, N, carries -0.03; number 3, C, carries -0.43; number 4, P, carries 0.85